Record 1
ORCA calculation (wB97M-V/def2-TZVPD) on a cluster of 5 separate species, C21H55FN7O4 in total.

Geometry (Å):
C1 0.2788 -2.9232 -1.3666
C2 0.5175 -1.7822 -2.3378
C3 1.2425 -0.5951 -1.7388
C4 0.4219 0.0488 -0.6321
N1 -1.0319 0.0886 -0.9468
F1 -1.7343 -0.1149 0.2435
C5 -1.5410 -0.7305 -1.8924
N2 -2.8494 -0.9855 -1.8839
N3 -0.7801 -1.2902 -2.8807
H1 1.1601 -3.1174 -0.7652
H2 -0.5585 -2.7494 -0.6891
H3 0.0477 -3.8282 -1.9209
H4 1.1074 -2.1651 -3.1639
H5 2.2486 -0.8297 -1.4087
H6 1.3709 0.1319 -2.5414
H7 0.5600 -0.4422 0.3253
H8 0.7659 1.0682 -0.4907
H9 -3.5200 -0.2540 -1.7123
H10 -3.1137 -1.9397 -2.0647
H11 -0.6221 -0.6498 -3.6527
C6 -4.6529 -4.0156 -6.9386
C7 -3.9544 -2.9046 -6.1642
C8 -2.5226 -2.6140 -6.6325
O1 -1.5562 -3.5538 -6.2061
C9 -1.4521 -4.7232 -7.0049
N4 -4.0027 -3.2200 -4.7311
H12 -4.2931 -5.0020 -6.6467
H13 -5.7233 -3.9920 -6.7417
H14 -4.5052 -3.9001 -8.0131
H15 -4.5247 -1.9847 -6.3230
H16 -2.2103 -1.6632 -6.1881
H17 -2.4815 -2.4888 -7.7213
H18 -1.6298 -4.5005 -8.0598
H19 -2.1463 -5.4990 -6.6759
H20 -0.4385 -5.1049 -6.8944
H21 -3.6203 -2.4298 -4.2193
H22 -3.3384 -3.9722 -4.5666
C10 -3.8645 3.4688 3.6283
C11 -2.9117 2.7366 2.6908
C12 -1.5081 2.5273 3.2742
O2 -0.6844 3.6701 3.2630
C13 -0.8864 4.5669 4.3489
N5 -2.8764 3.4310 1.3990
H23 -3.6543 4.5368 3.6653
H24 -4.8912 3.3534 3.2832
H25 -3.8019 3.0716 4.6427
H26 -3.3268 1.7377 2.5165
H27 -0.9886 1.7942 2.6453
H28 -1.5630 2.1038 4.2858
H29 -1.1512 4.0314 5.2635
H30 -1.6560 5.3062 4.1137
H31 0.0493 5.0997 4.5128
H32 -2.3222 2.8865 0.7442
H33 -2.3435 4.2877 1.5234
C14 7.6925 0.6649 -3.1663
C15 6.5159 1.6307 -3.2616
C16 5.3749 1.3152 -2.2859
O3 4.5540 0.2161 -2.6600
C17 5.0810 -1.0554 -2.3225
N6 6.0661 1.6941 -4.6536
H34 7.4750 -0.2892 -3.6464
H35 8.5602 1.0861 -3.6704
H36 7.9667 0.4734 -2.1272
H37 6.8838 2.6240 -2.9902
H38 4.7039 2.1775 -2.2589
H39 5.7551 1.1691 -1.2669
H40 5.6439 -1.0287 -1.3859
H41 5.7165 -1.4433 -3.1201
H42 4.2402 -1.7427 -2.2044
H43 5.3649 2.4218 -4.7556
H44 5.5747 0.8315 -4.8688
C18 0.4627 1.0127 6.5713
C19 0.1834 1.8856 7.7910
C20 0.0692 1.1013 9.1040
O4 -1.1490 0.4057 9.2692
C21 -1.2200 -0.8613 8.6462
N7 -1.0058 2.7007 7.5253
H45 -0.4295 0.4761 6.2463
H46 0.7915 1.6323 5.7360
H47 1.2462 0.2816 6.7785
H48 1.0314 2.5668 7.9068
H49 0.1068 1.8165 9.9291
H50 0.9188 0.4175 9.2302
H51 -0.2514 -1.3699 8.6638
H52 -1.5714 -0.7864 7.6133
H53 -1.9384 -1.4596 9.2047
H54 -1.1341 3.3633 8.2846
H55 -1.8167 2.0905 7.5910

Calculated values
Lowest unoccupied orbital energy   -4.335 eV
Charge   +1
HOMO-LUMO gap   6.48 eV

Here are the Mulliken charges for atoms 1 to 4, given in e: atom 1 (C): -1.471, atom 2 (C): 0.130, atom 3 (C): -0.439, atom 4 (C): -0.746



Record 2
ORCA calculation (wB97M-V/def2-TZVPD) on a structure of composition C35H37BrN9O7SY.

Geometry (Å):
Y1 -0.4636 0.3167 0.2200
C1 -1.7427 2.6936 -5.0121
N1 -1.0341 2.7041 -3.7441
C2 0.2078 3.4637 -3.6765
C3 -1.4682 2.0531 -2.6542
O1 -0.8698 2.0744 -1.5867
C4 -2.7539 1.2313 -2.7730
O2 -3.0400 0.5769 -1.5616
C5 -4.0644 1.1196 -0.7643
C6 -3.5077 1.7301 0.5180
O3 -2.3017 1.8389 0.6771
N2 -4.3939 2.0841 1.4634
C7 -3.9131 2.4634 2.7880
C8 -5.8284 1.9166 1.2962
H1 -1.0107 2.7557 -5.8151
H2 -2.2962 1.7678 -5.1508
H3 -2.4309 3.5382 -5.1077
H4 0.9022 3.0932 -4.4325
H5 0.0143 4.5230 -3.8541
H6 0.6482 3.3371 -2.6918
H7 -3.5833 1.8666 -3.0966
H8 -2.6150 0.4583 -3.5305
H9 -4.6272 1.8819 -1.3118
H10 -4.7516 0.3141 -0.5038
H11 -2.8280 2.4954 2.7760
H12 -4.3054 3.4436 3.0631
H13 -4.2417 1.7280 3.5257
H14 -6.1495 2.1919 0.2939
H15 -6.1491 0.8918 1.5029
H16 -6.3339 2.5781 1.9959
O4 -2.2160 -0.9425 1.1652
N3 -2.2687 -1.0813 2.4327
N4 -1.4911 -0.3119 3.0718
O5 -0.7070 0.5716 2.5067
C9 -1.4680 -0.4127 4.5125
C10 -0.5444 0.3660 5.1886
C11 -0.4963 0.3038 6.5753
C12 -1.3601 -0.5260 7.2728
C13 -2.2786 -1.3028 6.5767
C14 -2.3407 -1.2533 5.1944
H17 0.1207 0.9946 4.6141
H18 0.2272 0.9073 7.1090
H19 -1.3182 -0.5723 8.3538
H20 -2.9527 -1.9576 7.1148
H21 -3.0450 -1.8579 4.6421
S1 1.3383 2.1571 0.8736
C15 2.6051 1.2560 0.0570
N5 3.8009 1.0710 0.5468
N6 3.9968 1.4677 1.7831
C16 5.2078 1.2277 2.4397
C17 6.3417 0.8019 1.7540
C18 7.5187 0.5869 2.4526
C19 7.5837 0.7977 3.8252
C20 6.4488 1.2280 4.4974
C21 5.2635 1.4409 3.8123
N7 2.5148 0.7026 -1.2090
N8 1.3732 0.4618 -1.6508
C22 1.4090 0.0598 -3.0312
C23 2.5328 0.2269 -3.8413
C24 2.4806 -0.1206 -5.1815
C25 1.3128 -0.6315 -5.7394
C26 0.1956 -0.7984 -4.9350
C27 0.2439 -0.4532 -3.5910
H22 3.1831 1.8023 2.2957
H23 6.2820 0.6409 0.6864
H24 8.3985 0.2541 1.9161
H25 8.5060 0.6246 4.3640
H26 6.4821 1.3942 5.5668
H27 4.3737 1.7680 4.3395
H28 3.4335 0.6357 -3.4041
H29 3.3604 0.0107 -5.7992
H30 1.2790 -0.9038 -6.7870
H31 -0.7167 -1.2117 -5.3529
H32 -0.6091 -0.6201 -2.9499
N9 1.6810 -1.7034 1.8111
C28 0.8675 -1.5176 0.8865
H33 2.0597 -2.6493 1.8799
Br1 0.9518 -7.9146 -1.5106
C29 0.2209 -6.2777 -2.1259
C30 -0.3589 -6.2271 -3.3830
C31 -0.9018 -5.0276 -3.8274
C32 -0.8645 -3.9025 -3.0189
C33 -0.2677 -3.9699 -1.7668
C34 0.2816 -5.1623 -1.3121
C35 -0.2083 -2.7409 -0.9193
O6 0.6378 -2.8304 0.0588
O7 -0.8849 -1.7450 -1.1969
H34 -0.3850 -7.1118 -4.0043
H35 -1.3550 -4.9788 -4.8099
H36 -1.2924 -2.9635 -3.3434
H37 0.7488 -5.2109 -0.3393

Calculated values
Lowest unoccupied orbital energy   -0.118 eV
Charge   0
HOMO-LUMO gap   6.49 eV

Here are the Mulliken charges for atoms 1 to 4, given in e: atom 1 (Y): 0.089, atom 2 (C): -1.019, atom 3 (N): 0.339, atom 4 (C): -1.031